Density functional theory data (wB97M-V/def2-TZVPD) for one molecule with the formula C26H31N3O4 in a non-equilibrium geometry.

```
! RIJCOSX wB97M-V def2-TZVPD def2/J DEFGRID3
* xyz 0 1
C -0.452 -2.466 -0.460
C -0.184 -1.095 0.081
C 1.067 -0.641 0.351
C 2.348 -1.371 0.063
C 3.025 -1.911 1.338
C 4.526 -1.649 1.319
O 5.361 -2.533 1.312
N 4.824 -0.336 1.318
C 6.182 0.144 1.330
C 6.718 0.501 -0.062
C 6.063 1.736 -0.691
N 4.786 1.467 -1.300
C 4.554 0.611 -2.341
C 3.227 0.728 -2.637
N 2.645 1.636 -1.810
C 3.601 2.061 -1.030
C 1.260 0.663 0.977
O 2.335 1.094 1.353
O 0.182 1.440 1.195
C -1.071 1.052 0.855
C -2.081 1.985 1.093
C -1.776 3.333 1.661
C -3.363 1.578 0.765
O -4.493 2.303 0.906
C -5.506 1.517 0.461
C -5.091 0.300 0.031
C -5.937 -0.814 -0.520
C -7.413 -0.408 -0.542
C -5.492 -1.128 -1.954
C -5.782 -2.056 0.367
C -3.660 0.307 0.220
C -2.629 -0.590 -0.005
C -1.320 -0.228 0.313
H -0.816 -2.401 -1.484
H -1.212 -2.959 0.144
H 0.438 -3.085 -0.446
H 3.013 -0.651 -0.415
H 2.193 -2.178 -0.649
H 2.614 -1.412 2.218
H 2.860 -2.983 1.442
H 4.060 0.332 1.336
H 6.800 -0.663 1.737
H 6.247 1.014 1.990
H 6.588 -0.361 -0.717
H 7.788 0.695 0.032
H 5.914 2.509 0.068
H 6.733 2.137 -1.463
H 5.327 0.013 -2.776
H 2.655 0.219 -3.387
H 3.475 2.787 -0.252
H -2.688 3.916 1.750
H -1.070 3.855 1.019
H -1.314 3.231 2.642
H -6.483 1.955 0.509
H -7.563 0.467 -1.170
H -7.767 -0.184 0.461
H -8.013 -1.222 -0.942
H -5.608 -0.248 -2.584
H -6.099 -1.930 -2.367
H -4.450 -1.432 -1.987
H -4.750 -2.390 0.402
H -6.102 -1.834 1.383
H -6.395 -2.868 -0.018
H -2.830 -1.558 -0.430
*
```

Its LUMO energy is 0.0048 hartree. As for the orbital gap: 8.42 eV. For the relative energy (zero: lowest compared OMol25 entry of this formula, charge and spin), the calculation gives 20.70 kcal/mol.